The following is a DFT calculation (wB97M-V/def2-TZVPD) of a cluster of 2 separate species, C5H10N2 in total.

Results
- energy (eV) = -8324.597
- energy above the lowest of the compared OMol25 structures with the same formula, charge and spin (kJ/mol) = 263.96
- orbital gap (eV) = 9.76
- F_max (Eh/bohr) = 0.007

The geometry in ORCA input format:
```
! RIJCOSX wB97M-V def2-TZVPD def2/J DEFGRID3
* xyz 0 1
C -1.61090 -0.39611 -1.30673
C -0.35647 0.02088 -1.33015
N 0.96402 -0.42837 -1.26507
C 0.68383 1.03416 -1.33974
C 0.94949 1.89369 -0.12752
H -1.83941 -1.45542 -1.21972
H -2.43584 0.30105 -1.40322
H 1.20590 -0.71329 -0.31524
H 0.98145 1.46244 -2.29717
H 2.02454 2.09156 -0.04332
H 0.61621 1.37914 0.77920
H 0.43273 2.85616 -0.20082
C -0.68211 -1.71108 1.88483
N 0.32748 -0.94433 1.92370
H -1.51596 -1.44476 1.23468
H -0.77483 -2.64131 2.45410
H 1.02986 -1.30440 2.57219
*
```

Löwdin atomic charge list, values in e, 5 entries: 0.0277, -0.3491, 0.0880, -0.2861, -0.0639